[1]
The following is a DFT calculation (ωB97M-V/def2-TZVPD) of a structure of composition C25H27Cl4N2O3SZn.

```
63
Properties=species:S:1:pos:R:3:forces:R:3:lowdin_charge:R:1
Zn 0.0465 0.4567 1.6685 -0.4 0.3 -0.2 0.714
C 0.8766 2.5730 -2.3920 0.0 0.0 0.0 -0.089
C 0.0315 2.2716 -1.1504 -0.1 0.0 -0.1 -0.197
C -1.2163 1.4742 -1.4698 0.0 0.0 0.0 -0.153
C -2.1932 2.1134 -2.2248 0.0 0.0 0.1 -0.052
C -3.3816 1.4806 -2.5498 0.0 -0.1 0.0 -0.092
C -3.5863 0.1865 -2.1067 0.0 0.0 0.0 -0.062
C -2.6274 -0.4915 -1.3530 -0.2 0.0 0.0 -0.170
C -2.9664 -1.8986 -0.9133 0.1 0.0 0.0 -0.201
C -3.0611 -2.8878 -2.0800 0.0 0.0 0.0 -0.098
C -1.4220 0.1446 -1.0230 0.5 0.4 0.0 -0.188
N -0.4253 -0.4873 -0.2222 0.0 0.3 -0.2 -0.145
C 0.7680 -0.9463 -0.9132 -0.2 -0.1 0.2 -0.350
C 1.4877 -1.6418 0.2749 -0.6 0.1 0.0 -0.473
C 2.6400 -2.5632 0.1034 -0.1 0.1 0.1 -0.052
C 3.6478 -2.0800 0.8436 0.1 0.0 0.1 -0.032
C 3.1477 -0.8568 1.4966 0.1 0.1 -0.1 -0.075
N 1.9382 -0.6024 1.1719 0.0 -0.5 0.0 0.057
H 1.7659 3.1474 -2.1220 0.0 0.0 0.0 0.071
H 0.3096 3.1511 -3.1254 0.0 0.0 0.0 0.065
H 1.2009 1.6479 -2.8823 0.0 0.1 0.0 0.060
H -0.2711 3.2069 -0.6736 0.0 0.0 0.0 0.117
H 0.6487 1.7546 -0.4234 0.1 -0.1 0.1 0.078
H -2.0311 3.1455 -2.5255 0.0 -0.1 0.0 0.112
H -4.1456 1.9969 -3.1203 0.0 0.0 0.0 0.093
H -4.5232 -0.3177 -2.3313 0.1 0.0 0.0 0.105
H -3.9266 -1.8746 -0.3895 0.0 0.0 0.0 0.114
H -2.2298 -2.2609 -0.2009 0.0 0.1 0.0 0.047
H -3.8609 -2.6120 -2.7717 0.0 0.0 0.0 0.063
H -3.2646 -3.8995 -1.7150 0.0 0.1 0.0 0.066
H -2.1268 -2.9141 -2.6490 -0.1 0.0 0.1 0.056
H 1.4124 -0.1235 -1.2599 0.1 0.0 0.0 0.136
H 2.6439 -3.4523 -0.5115 0.0 0.1 0.0 0.117
H 4.6375 -2.5006 0.9579 0.0 0.0 0.0 0.102
H 3.6865 -0.1949 2.1684 0.0 -0.1 0.0 0.131
Cl -1.2764 6.9716 2.6381 0.0 -0.1 0.0 0.601
C -0.5240 5.4060 2.6917 0.0 -0.1 0.0 -0.726
C 0.7505 5.2626 3.2046 0.0 -0.1 0.0 -0.728
Cl 1.6153 6.6442 3.8076 0.0 -0.1 0.0 0.599
C 1.3494 3.9874 3.2308 -0.1 0.0 0.0 -0.618
Cl 2.9653 3.7742 3.8422 0.0 0.0 0.0 0.632
C 0.6881 2.8550 2.7655 0.1 -0.2 0.0 -0.403
O 1.2167 1.6547 2.7487 -0.1 0.3 0.0 -0.176
C -0.6477 3.0039 2.2367 0.0 -0.1 0.0 -0.414
O -1.2546 1.9371 1.7831 0.1 0.1 0.0 -0.155
C -1.2100 4.2754 2.2062 0.0 0.1 0.0 -0.622
Cl -2.8007 4.4243 1.5216 0.0 0.0 0.0 0.650
C 1.4268 -3.4863 3.2982 0.0 0.1 -0.1 -0.128
C 0.6444 -3.7934 2.0261 -0.1 0.2 0.1 -0.369
S -0.0975 -2.3539 1.1089 0.5 -0.7 0.3 1.033
O -0.5027 -1.4907 2.2969 0.2 -0.1 -0.3 -0.506
C 0.5194 -1.8817 -2.1038 0.1 0.0 0.1 -0.198
C 1.7157 -1.9903 -3.0476 -0.1 0.0 0.0 -0.091
H 1.5310 -4.3824 3.9172 0.0 0.0 -0.1 0.069
H 0.9044 -2.7259 3.8794 0.0 0.0 0.0 0.070
H 2.4283 -3.1137 3.0798 -0.1 0.0 0.0 0.055
H -0.2512 -4.3765 2.2648 0.1 0.0 0.0 0.073
H 1.2222 -4.3673 1.2964 -0.1 0.0 0.0 0.068
H -0.3322 -1.4802 -2.6545 0.0 0.0 0.0 0.106
H 0.2161 -2.8711 -1.7392 0.0 0.0 0.0 0.108
H 1.9774 -1.0028 -3.4371 0.0 0.0 0.0 0.071
H 1.4928 -2.6385 -3.8994 0.0 0.0 0.1 0.071
H 2.6027 -2.3871 -2.5487 0.0 0.0 0.0 0.055
```
Forces are in eV/Å.

Output
HOMO energy: -3.80 eV
E_tot: -144831.2516 eV
Net charge: -1

---

[2]
The following is a DFT calculation (ωB97M-V/def2-TZVPD) of the molecule C4H6OS in a non-equilibrium geometry.

```
12
Properties=species:S:1:pos:R:3:forces:R:3:lowdin_charge:R:1
C 1.1630 -0.7898 -0.2895 -2.0 1.7 -1.5 0.011
C -0.0472 -0.5664 0.2087 -0.2 -1.4 3.3 -0.148
C 1.0353 0.4807 -1.1866 -2.5 -2.8 -2.0 -0.137
C -0.3274 0.7270 -0.4874 -1.4 -3.5 -2.5 -0.137
O -0.8393 -1.3751 1.5064 2.6 1.4 -3.6 -0.659
S -2.2958 -0.8062 1.8800 0.2 1.8 2.1 0.667
H 1.9927 -1.3849 -0.3029 1.6 -1.9 0.6 0.074
H 1.7886 1.1125 -0.9514 2.1 2.5 0.8 0.058
H 0.9459 0.4358 -2.3551 0.2 -0.5 2.2 0.146
H -1.2218 0.5778 -1.1376 0.6 0.9 0.4 0.130
H -0.2911 1.5579 0.0627 -0.5 3.3 2.3 0.066
H -1.9029 0.0306 3.0526 -0.8 -1.3 -2.0 -0.072
```
Forces are in eV/Å.

Output
HOMO energy: -8.68 eV
SMILES: SOC1=CCC1
E_tot: -17123.3557 eV
Net charge: 0

---

[3]
The following is a DFT calculation (ωB97M-V/def2-TZVPD) of a cluster of 2 separate species, C2H4ClNSi in total in a non-equilibrium geometry.

```
9
Properties=species:S:1:pos:R:3:forces:R:3:lowdin_charge:R:1
C -1.0596 -0.8830 1.7565 1.5 0.6 1.6 0.014
C -0.3527 -0.7135 2.7299 -1.4 -0.9 -1.2 -0.734
N -0.5765 0.1191 -1.5522 0.3 0.6 -1.8 -0.266
Si -0.7173 1.5751 -0.9088 -0.5 0.7 1.4 0.554
Cl 0.3789 -0.8930 4.1826 0.3 0.3 0.2 0.682
H -1.5522 -0.9448 0.8342 -0.4 0.0 -0.7 -0.008
H -0.1261 0.0421 -2.4861 0.1 -0.3 1.2 -0.051
H 0.0295 2.9320 -0.6925 -0.3 -1.1 -0.7 -0.094
H -1.9103 1.6464 -0.0187 0.3 0.1 0.0 -0.098
```
Forces are in eV/Å.

Output
HOMO energy: -9.76 eV
SMILES: N=[SiH2].C#CCl
E_tot: -24024.6749 eV
Net charge: 0

---

[4]
The following is a DFT calculation (ωB97M-V/def2-TZVPD) of the molecule C20H31N3O2.

```
56
Properties=species:S:1:pos:R:3:forces:R:3:lowdin_charge:R:1
C -7.7541 -2.0076 -0.9624 0.1 0.0 -0.2 -0.003
C -6.4065 -1.3191 -1.0671 -0.4 -0.2 0.2 -0.516
O -5.8362 -1.1389 -2.1177 0.1 0.1 -0.2 0.068
N -5.9300 -0.9369 0.1535 -0.1 0.0 0.4 0.112
C -4.7374 -0.2771 0.4720 0.3 0.2 0.0 -0.223
C -3.8063 0.1121 -0.4867 -0.1 0.0 -0.2 0.003
C -2.6543 0.7658 -0.0971 0.0 0.0 0.3 -0.025
C -2.3927 1.0411 1.2395 0.0 0.0 0.1 -0.227
C -3.3225 0.6435 2.1901 0.1 0.0 -0.1 -0.039
C -4.4832 -0.0042 1.8139 -0.1 0.0 -0.1 -0.027
H -5.1991 -0.3051 2.5671 -0.1 0.0 0.1 0.108
H -3.1404 0.8432 3.2365 0.0 0.0 0.1 0.111
C -1.1360 1.7698 1.6310 0.1 0.1 -0.1 -0.154
N 0.0026 1.3061 0.8601 0.0 0.1 0.2 -0.170
C 0.3810 -0.0488 1.2133 0.1 -0.3 -0.2 -0.160
C 1.4894 -0.5383 0.2881 -0.2 -0.1 0.2 -0.162
N 2.6128 0.3769 0.3232 0.0 -0.1 0.0 -0.143
C 3.7640 -0.1412 -0.3924 0.0 0.0 0.1 -0.193
C 4.3805 -1.2616 0.3902 0.0 0.0 -0.1 -0.079
C 4.9302 -2.3658 -0.1000 0.0 -0.1 0.1 -0.351
C 5.0187 -2.6676 -1.5702 -0.1 0.1 0.0 -0.060
H 5.7824 -2.0486 -2.0409 0.1 0.0 -0.1 0.087
H 5.2801 -3.7106 -1.7304 0.0 -0.1 -0.1 0.072
H 4.0733 -2.4681 -2.0713 0.0 0.0 -0.1 0.072
C 5.5414 -3.4010 0.7973 -0.1 0.2 0.0 -0.072
H 5.4773 -3.1057 1.8411 0.0 0.0 0.1 0.073
H 5.0313 -4.3562 0.6724 0.0 -0.1 0.0 0.080
H 6.5898 -3.5492 0.5390 0.1 -0.1 0.0 0.080
H 4.3590 -1.1014 1.4593 0.0 0.0 0.2 0.113
H 3.5099 -0.4759 -1.4117 0.1 0.1 0.0 0.109
H 4.4943 0.6715 -0.4805 0.0 0.0 -0.1 0.132
C 2.2290 1.7387 -0.0088 -0.2 0.3 0.0 -0.290
C 1.1596 2.1693 0.9980 0.2 0.2 0.0 -0.146
H 1.5878 2.1107 2.0144 0.0 0.0 0.0 0.132
H 0.8677 3.2010 0.8001 0.0 -0.1 0.1 0.112
C 1.7305 1.9339 -1.4557 0.2 0.3 0.3 -0.130
H 0.7518 1.4603 -1.5561 0.0 -0.1 -0.1 0.106
H 2.4267 1.4424 -2.1382 0.0 -0.1 -0.1 0.112
C 1.6182 3.3990 -1.8784 0.3 -0.4 -0.4 -0.260
O 0.5505 4.0926 -1.2770 -0.5 0.2 0.2 -0.076
H -0.2530 3.5731 -1.3986 0.0 0.1 0.0 0.087
H 1.5157 3.4449 -2.9743 0.1 0.0 0.2 0.115
H 2.5198 3.9501 -1.5980 0.0 0.0 -0.1 0.121
H 3.1173 2.3658 0.1402 -0.1 0.0 0.0 0.148
H 1.0875 -0.6637 -0.7321 0.0 0.0 0.0 0.126
H 1.8422 -1.5151 0.6296 -0.1 0.0 -0.1 0.122
H 0.7384 -0.0974 2.2584 0.0 0.0 0.0 0.130
H -0.4927 -0.6977 1.1145 0.1 0.0 0.0 0.124
H -1.2670 2.8369 1.4161 0.1 0.0 0.1 0.132
H -0.9679 1.6676 2.7189 0.0 0.0 -0.1 0.127
H -1.9297 1.0622 -0.8393 0.1 0.0 -0.1 0.108
H -3.9941 -0.0979 -1.5260 0.0 0.0 0.0 0.099
H -6.5103 -1.1514 0.9531 0.0 0.0 -0.2 0.139
H -8.0851 -2.2933 -1.9563 0.0 0.0 0.0 0.082
H -8.4870 -1.3348 -0.5216 -0.1 0.0 0.1 0.082
H -7.6754 -2.8982 -0.3421 0.0 -0.1 0.1 0.082
```
Forces are in eV/Å.

Output
HOMO energy: -8.30 eV
SMILES: CC(=O)Nc1ccc(CN2CCN(CC=C(C)C)[C@@H](CCO)C2)cc1
E_tot: -29808.3702 eV
Net charge: 0

---

[5]
The following is a DFT calculation (ωB97M-V/def2-TZVPD) of a cluster of 2 separate species, C3H9NO in total in a non-equilibrium geometry.

```
14
Properties=species:S:1:pos:R:3:forces:R:3:lowdin_charge:R:1
C 0.9944 2.6955 -1.7945 -1.5 1.1 -2.2 -0.092
C -0.2750 2.7873 -2.2729 -0.9 -1.2 0.5 -0.103
H 1.6738 2.1423 -2.4409 0.1 -0.1 0.5 0.038
H 1.4359 3.4447 -1.1427 -0.3 -0.5 0.5 0.041
H -0.6469 2.1138 -3.1272 0.9 1.0 1.3 0.063
H -1.1576 3.3057 -1.7746 1.6 -0.2 -0.6 0.056
N 0.6823 -2.1360 1.9567 1.8 0.8 2.8 -0.042
C -0.7010 -2.2806 1.5646 0.0 2.3 0.4 -0.363
O -1.0234 -1.7487 0.2633 -0.3 2.0 1.2 -0.104
H 0.8786 -2.4486 2.9487 -0.6 0.6 -1.9 0.091
H 1.5636 -2.0805 1.4539 -1.1 -0.2 -0.6 0.065
H -0.8177 -3.3215 1.6663 -1.5 -1.4 -0.9 0.083
H -1.3409 -1.7360 2.3435 0.8 -0.8 -0.9 0.127
H -1.2661 -0.7375 0.3559 0.9 -3.2 -0.1 0.141
```
Forces are in eV/Å.

Output
HOMO energy: -8.63 eV
SMILES: C=C.NCO
E_tot: -6791.9360 eV
Net charge: 0